Record 1
Density functional theory data (ωB97M-V/def2-TZVPD) for a molecular structure, C49H46N5O5TeTi.

Values from the calculation:
- 2S+1 = 3
- frontier orbital gap (spin up / spin down) (eV) = 4.6 / 7.1
- <S²> = 2.0385
- E (eV) = -99662.087
- total charge = -1

Positions of all 107 atoms, in Å:
Ti (0.061, -0.399, 0.225)
C (-3.197, -0.901, 3.030)
C (-1.903, -0.310, 2.527)
O (-1.356, -0.932, 1.541)
C (-1.357, 0.791, 3.139)
C (-0.078, 1.343, 2.830)
C (0.413, 2.494, 3.666)
N (0.666, 0.879, 1.862)
N (1.918, 1.487, 1.727)
C (2.485, 1.092, 0.622)
O (1.949, 0.279, -0.226)
C (3.845, 1.627, 0.325)
C (4.516, 1.199, -0.815)
C (5.788, 1.676, -1.097)
C (6.396, 2.590, -0.250)
C (5.725, 3.028, 0.886)
C (4.458, 2.549, 1.173)
H (-2.995, -1.594, 3.849)
H (-3.674, -1.461, 2.226)
H (-3.875, -0.130, 3.397)
H (-1.902, 1.241, 3.958)
H (-0.287, 2.711, 4.472)
H (0.532, 3.382, 3.041)
H (1.398, 2.274, 4.075)
H (4.025, 0.510, -1.487)
H (6.299, 1.335, -1.990)
H (7.388, 2.964, -0.473)
H (6.194, 3.745, 1.549)
H (3.924, 2.876, 2.055)
C (0.921, 1.936, -4.182)
C (1.162, 2.544, -2.822)
O (2.249, 2.565, -2.285)
N (0.051, 3.105, -2.243)
C (-0.040, 3.318, -0.801)
C (-1.377, 2.796, -0.343)
C (-2.436, 3.691, -0.233)
C (-3.721, 3.214, -0.038)
C (-3.916, 1.847, 0.013)
C (-2.807, 1.025, -0.079)
N (-1.563, 1.476, -0.225)
H (1.881, 1.695, -4.630)
H (0.374, 2.626, -4.827)
H (0.328, 1.028, -4.057)
H (-0.824, 2.958, -2.722)
H (0.010, 4.383, -0.558)
H (0.809, 2.822, -0.335)
H (-2.242, 4.753, -0.320)
H (-4.555, 3.898, 0.051)
H (-4.900, 1.413, 0.125)
H (-2.910, -0.053, -0.041)
C (-3.464, -5.541, -2.915)
C (-2.747, -4.277, -2.518)
C (-3.088, -3.062, -3.064)
C (-2.380, -1.878, -2.711)
C (-2.828, -0.586, -3.228)
O (-2.146, 0.423, -3.361)
C (-4.293, -0.447, -3.583)
C (-4.637, 0.281, -4.718)
C (-5.968, 0.505, -5.034)
C (-6.970, 0.029, -4.199)
C (-6.634, -0.678, -3.053)
C (-5.302, -0.925, -2.753)
C (-1.292, -1.950, -1.814)
O (-0.612, -0.874, -1.537)
C (-0.941, -3.215, -1.200)
C (-1.715, -4.337, -1.582)
C (0.145, -3.356, -0.286)
N (0.763, -2.326, 0.351)
C (2.138, -2.509, 0.787)
C (3.153, -2.787, -0.333)
Te (2.629, -2.060, -2.284)
C (3.354, -3.803, -3.243)
C (4.457, -4.526, -2.792)
C (4.865, -5.681, -3.443)
C (4.193, -6.127, -4.573)
C (3.104, -5.405, -5.042)
C (2.684, -4.261, -4.379)
C (0.596, -4.738, 0.035)
C (1.119, -5.573, -0.954)
C (1.595, -6.836, -0.642)
C (1.548, -7.295, 0.670)
C (1.024, -6.478, 1.662)
C (0.554, -5.211, 1.347)
H (-4.353, -5.319, -3.508)
H (-3.778, -6.111, -2.037)
H (-2.820, -6.195, -3.510)
H (-3.886, -3.008, -3.794)
H (-3.844, 0.676, -5.340)
H (-6.226, 1.060, -5.928)
H (-8.011, 0.211, -4.440)
H (-7.412, -1.043, -2.393)
H (-5.036, -1.493, -1.870)
H (-1.499, -5.296, -1.127)
H (2.234, -3.347, 1.487)
H (2.429, -1.610, 1.331)
H (3.239, -3.862, -0.499)
H (4.136, -2.399, -0.066)
H (5.009, -4.187, -1.924)
H (5.719, -6.233, -3.067)
H (4.513, -7.028, -5.080)
H (2.563, -5.745, -5.918)
H (1.805, -3.734, -4.733)
H (1.163, -5.210, -1.975)
H (2.013, -7.459, -1.423)
H (1.921, -8.282, 0.916)
H (0.983, -6.828, 2.687)
H (0.151, -4.565, 2.119)


Record 2
Density functional theory data (ωB97M-V/def2-TZVPD) for a molecular structure, C49H47BF4N6S3SiTi.

Values from the calculation:
- frontier orbital gap (spin up / spin down) (eV) = 7.5 / 7.5
- E (eV) = -135549.176
- total charge = +2

Positions of all 112 atoms, in Å:
Ti (13.772, 11.808, 8.771)
N (15.671, 11.719, 8.820)
S (17.104, 12.091, 8.960)
N (17.572, 12.924, 10.319)
S (17.250, 12.299, 11.737)
N (15.831, 11.752, 12.088)
S (14.320, 12.315, 11.939)
N (13.659, 12.146, 10.630)
C (14.330, 13.913, 12.689)
C (14.198, 14.985, 11.791)
C (14.460, 16.231, 12.292)
C (14.798, 16.392, 13.664)
C (14.876, 15.261, 14.501)
C (14.581, 13.999, 14.064)
C (13.569, 11.340, 13.277)
C (12.355, 11.733, 13.790)
C (11.723, 10.969, 14.699)
C (12.210, 9.726, 15.040)
C (13.379, 9.277, 14.496)
C (14.097, 10.134, 13.675)
C (18.256, 10.861, 12.082)
C (19.572, 11.112, 12.398)
C (20.474, 10.040, 12.494)
C (19.996, 8.798, 12.142)
C (18.633, 8.543, 11.959)
C (17.780, 9.592, 11.771)
C (17.703, 13.443, 12.958)
C (18.020, 12.859, 14.160)
C (18.431, 13.686, 15.216)
C (18.710, 14.999, 14.940)
C (18.279, 15.547, 13.750)
C (17.830, 14.776, 12.683)
C (18.127, 10.687, 8.828)
C (19.509, 10.925, 8.938)
C (20.376, 9.919, 8.591)
C (19.803, 8.710, 8.231)
C (18.441, 8.494, 8.092)
C (17.569, 9.504, 8.402)
C (17.728, 13.103, 7.740)
C (17.398, 12.808, 6.442)
C (18.038, 13.441, 5.389)
C (19.054, 14.359, 5.619)
C (19.432, 14.571, 6.925)
C (18.865, 13.948, 8.016)
H (14.146, 14.789, 10.795)
H (14.391, 17.064, 11.676)
H (15.049, 17.397, 14.064)
H (15.174, 15.410, 15.451)
H (14.637, 13.157, 14.689)
H (11.918, 12.659, 13.311)
H (10.716, 11.273, 15.076)
H (11.578, 9.108, 15.691)
H (13.807, 8.424, 14.908)
H (15.073, 9.876, 13.259)
H (19.862, 12.115, 12.666)
H (21.554, 10.148, 12.547)
H (20.741, 7.975, 12.090)
H (18.318, 7.513, 11.774)
H (16.768, 9.470, 11.504)
H (17.863, 11.786, 14.274)
H (18.675, 13.309, 16.222)
H (19.110, 15.637, 15.673)
H (18.460, 16.625, 13.646)
H (17.477, 15.221, 11.756)
H (19.994, 11.844, 9.234)
H (21.459, 9.982, 8.570)
H (20.367, 7.801, 8.084)
H (18.191, 7.453, 7.777)
H (16.531, 9.439, 8.219)
H (16.566, 12.149, 6.256)
H (17.636, 13.298, 4.415)
H (19.415, 14.855, 4.747)
H (20.259, 15.224, 7.159)
H (19.332, 13.961, 8.980)
N (7.455, 11.907, 7.690)
C (8.855, 11.974, 7.882)
C (9.504, 12.882, 8.794)
C (10.837, 12.706, 9.109)
N (11.593, 11.789, 8.469)
C (10.980, 10.969, 7.584)
C (9.609, 11.004, 7.346)
H (6.990, 12.716, 8.048)
H (7.242, 11.613, 6.730)
H (8.951, 13.635, 9.370)
H (11.314, 13.300, 9.891)
H (11.614, 10.394, 6.884)
H (9.173, 10.235, 6.693)
F (13.769, 11.519, 6.687)
B (13.515, 13.021, 6.250)
F (13.620, 13.661, 7.594)
F (12.235, 13.145, 5.833)
F (14.507, 13.405, 5.449)
C (13.914, 8.499, 7.453)
Si (13.453, 9.236, 9.121)
C (14.544, 8.467, 10.381)
C (11.789, 8.636, 9.649)
C (11.268, 9.278, 10.778)
C (10.029, 8.913, 11.250)
C (9.295, 7.949, 10.558)
C (9.826, 7.252, 9.507)
C (11.066, 7.601, 9.033)
H (14.432, 7.558, 7.523)
H (14.469, 9.175, 6.763)
H (13.011, 8.188, 6.920)
H (14.165, 7.421, 10.554)
H (14.464, 8.851, 11.392)
H (15.603, 8.301, 10.147)
H (11.756, 10.166, 11.163)
H (9.739, 9.386, 12.176)
H (8.331, 7.765, 11.031)
H (9.236, 6.484, 9.022)
H (11.433, 7.103, 8.143)


Record 3
Density functional theory data (ωB97M-V/def2-TZVPD) for a molecular structure, C49H48AuN6O2S5Si.

Values from the calculation:
- frontier orbital gap (eV) = 7.3
- E (eV) = -130363.902
- total charge = +1

Positions of all 112 atoms, in Å:
Au (1.095, -1.328, -1.553)
N (0.606, 0.765, -0.431)
S (0.279, 1.081, 0.938)
N (-1.313, 0.901, 1.443)
S (-1.950, -0.435, 1.806)
N (-1.734, -1.727, 0.991)
S (-1.967, -1.956, -0.635)
N (-0.871, -1.928, -1.582)
C (-2.789, -3.540, -0.577)
C (-3.244, -4.138, 0.588)
C (-3.819, -5.399, 0.520)
C (-3.928, -6.048, -0.701)
C (-3.464, -5.442, -1.860)
C (-2.889, -4.183, -1.805)
C (-3.250, -0.803, -1.072)
C (-4.605, -1.087, -0.977)
C (-5.516, -0.107, -1.341)
C (-5.068, 1.129, -1.787)
C (-3.708, 1.394, -1.885)
C (-2.783, 0.423, -1.534)
C (-3.672, -0.020, 1.964)
C (-4.109, 1.279, 1.775)
C (-5.458, 1.557, 1.961)
C (-6.332, 0.552, 2.342)
C (-5.873, -0.746, 2.539)
C (-4.535, -1.038, 2.352)
C (-1.533, -0.953, 3.455)
C (-1.267, -2.278, 3.755)
C (-1.029, -2.623, 5.079)
C (-1.069, -1.653, 6.070)
C (-1.343, -0.328, 5.751)
C (-1.580, 0.030, 4.435)
C (0.491, 2.795, 1.388)
C (1.644, 3.365, 0.863)
C (1.925, 4.693, 1.139)
C (1.056, 5.437, 1.927)
C (-0.098, 4.859, 2.439)
C (-0.385, 3.527, 2.175)
C (1.203, 0.223, 2.217)
C (1.550, -1.093, 1.945)
C (2.234, -1.826, 2.903)
C (2.558, -1.247, 4.121)
C (2.209, 0.072, 4.383)
C (1.531, 0.816, 3.429)
H (-3.132, -3.632, 1.534)
H (-4.177, -5.876, 1.423)
H (-4.368, -7.035, -0.748)
H (-3.541, -5.955, -2.809)
H (-2.502, -3.701, -2.692)
H (-4.945, -2.053, -0.630)
H (-6.577, -0.312, -1.281)
H (-5.786, 1.889, -2.068)
H (-3.365, 2.355, -2.245)
H (-1.715, 0.597, -1.609)
H (-3.409, 2.042, 1.468)
H (-5.821, 2.565, 1.809)
H (-7.379, 0.779, 2.491)
H (-6.557, -1.527, 2.842)
H (-4.162, -2.041, 2.508)
H (-1.226, -3.012, 2.963)
H (-0.812, -3.651, 5.333)
H (-0.884, -1.929, 7.099)
H (-1.376, 0.424, 6.527)
H (-1.798, 1.056, 4.168)
H (2.295, 2.772, 0.231)
H (2.819, 5.147, 0.734)
H (1.277, 6.475, 2.137)
H (-0.774, 5.446, 3.046)
H (-1.282, 3.062, 2.561)
H (1.283, -1.535, 0.991)
H (2.518, -2.849, 2.690)
H (3.089, -1.822, 4.869)
H (2.467, 0.524, 5.331)
H (1.272, 1.847, 3.628)
O (5.019, 2.568, -0.838)
C (4.154, 3.287, -1.574)
C (4.321, 4.673, -1.583)
C (3.434, 5.479, -2.265)
C (2.363, 4.926, -2.966)
C (2.219, 3.556, -2.996)
C (3.106, 2.714, -2.317)
C (2.888, 1.258, -2.372)
O (1.981, 0.799, -3.218)
N (3.554, 0.493, -1.576)
N (3.160, -0.842, -1.519)
C (4.091, -1.641, -1.144)
S (5.752, -1.134, -0.936)
C (6.336, -2.749, -0.341)
C (5.470, -3.816, -0.980)
S (3.742, -3.310, -0.772)
H (4.735, 1.627, -0.872)
H (5.155, 5.088, -1.033)
H (3.572, 6.552, -2.248)
H (1.653, 5.562, -3.475)
H (1.396, 3.107, -3.536)
H (6.263, -2.770, 0.745)
H (7.379, -2.849, -0.638)
H (5.595, -4.789, -0.507)
H (5.676, -3.901, -2.046)
C (3.469, 1.446, -5.615)
Si (2.150, 0.386, -4.862)
C (2.609, -1.404, -4.952)
C (0.459, 0.706, -5.540)
H (3.644, 1.126, -6.645)
H (4.415, 1.361, -5.074)
H (3.190, 2.500, -5.635)
H (2.653, -1.743, -5.989)
H (1.878, -2.016, -4.418)
H (3.584, -1.584, -4.494)
H (0.377, 0.392, -6.581)
H (0.209, 1.767, -5.489)
H (-0.281, 0.154, -4.956)


Record 4
Density functional theory data (ωB97M-V/def2-TZVPD) for a molecular structure, C49H48MnN11O2PS2.

Values from the calculation:
- 2S+1 = 2
- frontier orbital gap (spin up / spin down) (eV) = 5.3 / 5.4
- <S²> = 1.1322
- E (eV) = -134356.052

Positions of all 114 atoms, in Å:
Mn (0.250, -0.167, 0.153)
S (0.191, -0.584, 2.610)
C (1.237, 0.411, 3.632)
C (1.152, 0.270, 5.017)
C (1.974, 0.991, 5.872)
C (2.895, 1.880, 5.331)
C (2.989, 2.026, 3.956)
C (2.183, 1.289, 3.078)
S (2.378, 1.420, 1.349)
H (0.434, -0.436, 5.423)
H (1.888, 0.864, 6.944)
H (3.541, 2.458, 5.982)
H (3.713, 2.708, 3.525)
O (2.626, -1.681, 0.739)
N (2.128, -0.948, -0.328)
C (3.052, -0.700, -1.164)
C (2.906, -0.111, -2.510)
C (4.129, 0.047, -3.170)
C (4.209, 0.558, -4.452)
C (3.044, 0.920, -5.108)
C (1.825, 0.756, -4.470)
C (1.723, 0.250, -3.174)
P (0.049, -0.038, -2.448)
C (-0.947, 1.364, -3.086)
C (-2.319, 1.164, -3.251)
C (-3.150, 2.210, -3.626)
C (-2.619, 3.473, -3.848)
C (-1.255, 3.679, -3.703)
C (-0.426, 2.631, -3.328)
C (-0.570, -1.376, -3.558)
C (-0.624, -2.684, -3.093)
C (-1.055, -3.727, -3.905)
C (-1.445, -3.466, -5.208)
C (-1.399, -2.163, -5.689)
C (-0.967, -1.131, -4.874)
H (2.104, -1.325, 1.504)
H (4.060, -0.968, -0.860)
H (5.035, -0.238, -2.649)
H (5.172, 0.671, -4.932)
H (3.078, 1.324, -6.111)
H (0.927, 1.048, -4.996)
H (-2.744, 0.180, -3.094)
H (-4.211, 2.034, -3.747)
H (-3.265, 4.292, -4.139)
H (-0.830, 4.660, -3.878)
H (0.635, 2.813, -3.227)
H (-0.306, -2.902, -2.088)
H (-1.085, -4.737, -3.516)
H (-1.786, -4.270, -5.847)
H (-1.705, -1.949, -6.706)
H (-0.972, -0.122, -5.266)
C (-4.740, -1.732, 2.075)
N (-3.753, -1.054, 1.243)
C (-2.441, -1.261, 1.199)
N (-1.887, -0.386, 0.369)
C (-2.943, 0.356, -0.059)
N (-4.097, -0.009, 0.448)
C (-4.375, -1.710, 3.543)
C (-4.797, -2.735, 4.380)
C (-4.499, -2.699, 5.737)
C (-3.768, -1.649, 6.267)
C (-3.334, -0.629, 5.427)
C (-3.639, -0.661, 4.072)
C (-2.540, 0.482, 5.954)
N (-2.149, 0.717, 7.156)
N (-1.416, 1.906, 7.100)
C (-1.423, 2.273, 5.867)
O (-2.133, 1.428, 5.083)
C (-0.788, 3.414, 5.211)
C (0.151, 4.196, 5.876)
C (0.761, 5.240, 5.202)
C (0.446, 5.505, 3.874)
C (-0.502, 4.736, 3.213)
C (-0.884, 5.008, 1.780)
N (-0.464, 3.955, 0.858)
C (-0.892, 2.698, 0.770)
N (-0.193, 2.044, -0.137)
C (0.706, 2.979, -0.554)
N (0.562, 4.155, -0.005)
C (-1.114, 3.694, 3.893)
H (-4.859, -2.758, 1.727)
H (-5.676, -1.206, 1.898)
H (-1.918, -2.012, 1.779)
H (-2.841, 1.191, -0.733)
H (-5.359, -3.568, 3.972)
H (-4.832, -3.503, 6.381)
H (-3.517, -1.611, 7.319)
H (-3.274, 0.133, 3.435)
H (0.404, 3.963, 6.901)
H (1.505, 5.841, 5.706)
H (0.949, 6.308, 3.347)
H (-0.416, 5.917, 1.414)
H (-1.966, 5.118, 1.695)
H (-1.686, 2.286, 1.370)
H (1.495, 2.769, -1.257)
H (-1.860, 3.083, 3.402)
C (1.224, -5.200, 0.272)
C (0.020, -4.851, 1.156)
C (-1.270, -5.354, 0.512)
C (0.192, -5.477, 2.535)
N (-0.112, -3.403, 1.397)
N (-0.031, -2.590, 0.243)
H (1.444, -6.267, 0.338)
H (2.113, -4.653, 0.598)
H (1.045, -4.971, -0.782)
H (-1.236, -6.437, 0.376)
H (-1.426, -4.908, -0.476)
H (-2.125, -5.106, 1.144)
H (0.171, -6.565, 2.467)
H (-0.609, -5.151, 3.201)
H (1.146, -5.183, 2.979)
H (0.589, -3.069, 2.050)
H (-0.914, -2.674, -0.245)
H (0.716, -2.872, -0.388)